Computed, not measured: C25H44O2P2Sn as an isolated structure, with ωB97M-V with the def2-TZVPD basis set.

XYZ file:
```
74
Properties=species:S:1:pos:R:3:forces:R:3:mulliken_charge:R:1
Sn -0.722344 2.024588 0.853516 1.13 -0.21 1.24 0.84
P 0.751337 -3.846038 -1.608727 -0.47 -1.43 -0.36 0.96
P 1.294695 -2.494287 -4.257281 -0.18 -0.51 -0.71 0.31
O -3.924704 1.788621 1.330559 2.83 0.09 -0.79 -0.46
O -2.985548 2.347683 -0.647379 1.67 -0.38 1.39 -0.27
C 0.591493 -3.982063 -3.416551 0.21 0.52 -0.34 -1.28
C -1.376906 5.028110 1.268745 -0.16 0.93 -0.15 -1.01
C -1.569561 -1.576285 0.302532 -0.18 -0.55 0.00 -0.50
C 0.442713 2.630706 3.539532 0.56 0.35 -0.61 0.90
C 1.418188 2.801881 2.527372 -1.04 -0.65 0.65 0.47
C 2.791041 -3.301942 -4.947333 0.26 0.40 0.24 -1.32
C -0.248404 -1.139030 2.426362 0.03 2.05 -0.08 -0.36
C 2.792569 2.272317 2.513886 0.69 -0.13 -0.05 -1.69
C 1.111462 0.008982 -0.504903 -0.77 1.80 1.53 -0.15
C 0.372102 -2.699666 -5.832521 -0.10 0.49 0.05 -1.26
C -1.296852 -0.715299 -0.979895 -0.64 0.32 0.40 -0.57
C -1.995698 3.463860 3.965255 -0.62 0.16 0.40 -1.42
C -0.592522 -5.051963 -1.249487 0.05 0.14 0.37 -1.56
C 1.466688 -1.163244 0.319745 0.48 -0.84 0.22 0.73
C -1.389419 -1.092045 1.718898 -0.52 2.14 -0.56 -0.70
C -2.941957 1.934797 0.637759 -2.76 -0.07 0.21 0.38
C -0.451521 4.118537 1.998909 -1.45 -1.63 0.72 0.18
C 1.116844 -1.352773 1.860211 0.52 -0.19 -0.03 -0.74
C 1.535988 4.135777 0.271220 0.49 0.66 -0.37 -1.18
C 0.642565 1.895612 4.811489 0.04 -0.58 0.60 -1.81
C -0.724692 3.394812 3.207978 0.54 0.79 -1.26 0.31
C 2.126610 -5.049922 -1.465242 0.09 0.27 0.42 -1.37
C 0.874521 3.685817 1.531034 -0.36 -1.25 -1.40 0.44
C -0.150326 0.246517 -1.015791 0.18 0.79 0.59 -1.04
C -4.272433 2.845262 -1.007547 -0.78 0.07 -0.51 -0.77
H 2.936045 1.443409 3.212487 -0.06 0.20 -0.05 0.40
H -4.940776 1.981377 -1.007218 -0.26 0.45 -0.18 0.32
H 2.060952 5.090349 0.470989 -0.06 -0.38 -0.23 0.39
H -2.631353 -1.840878 0.255037 0.18 -0.19 -0.27 0.59
H -1.006748 -2.498483 0.188943 0.02 -0.15 0.01 -0.11
H 1.413324 -2.386102 2.074905 0.22 0.08 -0.07 0.48
H 2.274578 3.401266 -0.106821 -0.33 0.46 0.34 0.33
H -2.857002 3.149126 3.351309 0.23 0.19 0.21 0.15
H -0.397259 -5.955717 -1.832476 -0.18 0.02 0.14 0.48
H 3.030112 -4.679708 -1.933778 0.22 0.13 -0.04 0.30
H 0.749402 -1.960827 -6.534662 -0.09 0.05 -0.22 0.41
H -0.603965 -5.288728 -0.184702 -0.14 -0.15 -0.02 0.42
H 1.824467 -5.965232 -1.960786 0.02 -0.21 -0.06 0.46
H -1.558718 -4.635858 -1.537766 -0.04 -0.04 0.06 0.39
H 1.791039 -0.723054 2.457492 -0.07 -0.16 -0.16 0.32
H 3.094654 1.920029 1.520589 0.00 0.11 0.12 0.33
H 1.311171 1.020852 4.695481 -0.27 0.48 0.06 0.42
H -0.378575 1.234239 -1.505301 0.59 -1.08 -0.32 1.15
H -0.309887 1.530819 5.238525 0.47 0.22 -0.19 0.46
H 0.806018 4.324495 -0.543462 0.45 0.05 0.53 0.30
H -0.446865 -4.133919 -3.722126 0.03 0.15 0.12 0.60
H 0.542359 -3.693422 -6.241243 -0.07 -0.06 -0.01 0.36
H -4.557850 3.579028 -0.250828 -0.28 -0.05 -0.34 0.36
H -1.173496 5.090640 0.181338 0.01 0.03 0.57 0.25
H -2.205802 -0.140672 -1.202369 0.17 -0.11 -0.08 0.29
H -2.168538 4.505461 4.277218 -0.11 -0.36 0.03 0.35
H 2.331913 -5.262590 -0.422831 0.17 -0.10 0.22 0.41
H 1.866649 0.842348 -0.522755 -0.70 -0.84 -0.47 0.42
H -2.244968 -0.494000 2.129356 0.51 -1.25 0.08 0.58
H 2.511386 -4.198915 -5.485584 -0.05 -0.23 -0.06 0.41
H 3.481257 3.080639 2.798489 0.04 -0.27 -0.05 0.40
H -2.437644 4.755504 1.388930 0.34 0.06 0.13 0.35
H -0.692306 -2.540915 -5.689433 -0.16 0.08 -0.06 0.37
H 3.247309 -2.616506 -5.650552 0.24 0.14 -0.15 0.43
H -4.125556 3.280760 -1.993709 -0.30 -0.03 0.12 0.29
H 1.100059 -2.071107 -0.185534 0.11 0.36 -0.07 -1.68
H 1.174952 -4.844041 -3.744407 -0.27 -0.14 -0.07 0.59
H 1.106324 2.572064 5.560075 -0.24 -0.38 -0.34 0.33
H -1.189477 -1.415519 -1.816661 0.08 0.04 0.07 0.46
H 2.561750 -1.216050 0.299467 -0.14 -0.19 0.04 0.70
H 3.520626 -3.552113 -4.189708 0.25 -0.02 0.21 0.32
H -1.996531 2.824794 4.860947 0.08 0.32 -0.33 0.41
H -1.244948 6.035672 1.697200 -0.26 -0.14 -0.33 0.44
H -0.254013 -0.707837 3.453589 -0.11 -0.62 -0.69 0.51
```
Positions in Å, forces in eV/Å.

Properties
E_LUMO (spin up / spin down) ... -9.2 / -9.2 eV
E ... -55122.7071 eV
Kohn-Sham gap (spin up / spin down) ... 0.1402 / 0.1402 Ha
Relative energy (zero: lowest compared OMol25 entry of this formula, charge and spin) ... 2.0596 eV
Total charge ... +2
Highest occupied orbital energy (spin up / spin down) ... -13.033 / -13.032 eV


Computed, not measured: C25H44OP2Pd as an isolated structure, with ωB97M-V with the def2-TZVPD basis set.

XYZ file:
```
73
Properties=species:S:1:pos:R:3:forces:R:3:mulliken_spin:R:1
Pd -0.078322 0.231966 -0.024465 -0.12 0.80 -0.84 0.95
P 1.379685 0.964750 -1.769562 -0.25 -0.47 -0.54 0.20
P -1.252555 0.425497 -2.081143 0.42 -0.39 -0.57 0.18
O -0.590295 3.150531 -0.679094 0.15 -1.77 1.95 0.42
C 1.248762 0.193447 -7.027751 0.24 0.34 0.51 0.00
C -1.441028 -1.046205 -3.111024 -0.38 -0.18 -0.34 0.02
C 0.594950 -0.447771 2.095683 -0.80 -0.22 0.99 0.32
C 2.805229 -1.384972 1.113531 0.13 0.13 -0.03 -0.01
C -0.808119 -0.736903 1.937585 0.67 0.10 1.09 0.33
C 0.028953 1.434071 -2.943224 -0.04 0.27 0.37 -0.03
C 0.387923 -2.193292 0.586884 0.01 0.03 -0.22 0.33
C -1.055805 -0.806360 -7.582235 0.23 -0.11 0.02 0.00
C -0.792809 3.014178 1.658717 -0.16 0.39 1.01 0.27
C 2.467298 2.336991 -1.397823 0.44 0.37 -0.11 0.05
C 0.503334 2.621933 -6.823707 -0.20 0.12 0.02 0.00
C -0.542351 2.421898 0.295801 -0.45 2.97 -1.57 0.23
C 0.724351 -3.241948 -0.411413 0.10 -0.33 -0.42 0.01
C -1.801410 1.485517 -6.763941 -0.26 -0.11 0.33 0.00
C 0.305646 -0.285801 -8.098020 -0.10 -0.38 -0.36 0.00
C -1.876009 0.151132 -6.759101 -0.19 0.16 -0.18 0.00
C -2.205815 -2.428735 0.551298 -0.14 0.09 -0.05 -0.01
C -0.847230 2.363153 -7.530195 0.12 0.46 -0.13 0.00
C -2.843941 1.240199 -2.005632 -0.50 0.21 -0.19 0.06
C 1.319203 1.410629 -6.464411 0.10 -0.49 -0.44 0.00
C 1.220962 0.516540 3.047131 0.07 0.08 -0.01 0.04
C -0.930670 -1.811739 0.998283 0.20 -0.71 -0.04 0.20
C 2.346132 -0.267507 -2.668760 0.51 0.06 -0.24 0.02
C -1.943747 -0.133287 2.694514 -0.11 0.06 -0.02 0.06
C 1.327177 -1.345541 1.256400 0.15 -0.65 -0.12 0.20
H 1.966197 3.059244 -0.741148 0.23 -0.17 -0.29 0.00
H 0.215399 1.117325 -3.974087 -0.05 0.10 -0.01 0.02
H -1.331187 3.342273 -7.647844 0.13 -0.21 -0.06 0.00
H 3.108990 -1.756439 0.130124 -0.08 -0.01 0.16 0.01
H -1.877244 0.956951 2.731130 -0.06 -0.31 0.12 0.01
H 2.771138 2.823076 -2.337498 0.01 -0.01 0.33 0.01
H -1.807314 3.456105 1.690822 0.48 -0.05 -0.25 0.00
H -3.592638 0.476780 -1.742834 0.16 0.31 -0.08 0.00
H -2.496606 -3.261640 1.207761 0.10 0.13 -0.08 0.03
H -0.879889 -1.720639 -6.994820 -0.06 0.15 -0.09 0.00
H 3.259207 -2.047354 1.864984 -0.12 0.09 -0.11 0.03
H -1.649487 -1.127696 -8.455153 0.12 0.07 0.28 0.00
H -1.973286 -0.492863 3.733011 0.09 0.03 -0.21 0.01
H 1.378691 0.059748 4.035985 -0.06 0.00 -0.24 0.02
H 0.315770 3.205608 -5.909196 0.04 -0.06 -0.13 0.00
H 3.355341 1.928517 -0.891620 -0.23 0.21 -0.14 0.00
H -2.686705 -0.320789 -6.186142 0.25 0.23 -0.17 0.00
H -0.041393 3.801258 1.862552 -0.37 -0.22 -0.32 0.00
H 3.246639 -0.390889 1.258595 -0.09 -0.22 -0.01 0.00
H 1.982979 -0.556155 -6.708163 -0.23 0.26 0.04 0.00
H 3.290530 -0.419776 -2.126860 -0.22 -0.07 -0.19 0.00
H -0.731764 2.292663 2.466632 0.02 0.16 -0.32 -0.04
H 2.198865 0.849605 2.684789 -0.14 -0.08 0.09 -0.01
H -2.543530 2.040570 -6.173106 0.26 -0.28 -0.10 0.00
H 2.570917 0.116458 -3.677156 -0.01 -0.20 0.26 0.01
H -2.834394 2.028273 -1.241452 -0.09 -0.22 -0.36 0.00
H 1.107176 3.278210 -7.473674 -0.13 -0.15 0.23 0.00
H -2.337135 -1.583790 -2.768816 0.27 0.03 -0.13 0.00
H -0.659137 1.996289 -8.543316 -0.24 0.20 0.34 0.00
H -2.901625 -0.382039 2.232581 0.11 -0.01 0.10 -0.01
H 1.821233 -1.226591 -2.755141 0.06 0.29 0.02 0.00
H -2.127237 -2.828541 -0.463398 0.02 0.01 0.15 0.01
H 0.958695 -4.209081 0.071135 -0.10 0.38 -0.08 0.02
H 2.121734 1.596129 -5.739652 -0.19 -0.11 -0.18 0.00
H -3.080231 1.666246 -2.992636 -0.08 -0.06 0.31 0.01
H -1.584320 -0.748286 -4.164515 0.06 -0.12 0.32 0.01
H -3.026559 -1.701940 0.576422 0.15 -0.17 -0.01 0.00
H -0.114059 -3.430994 -1.104879 0.36 0.09 0.32 0.01
H 0.134250 0.464517 -8.875513 0.24 -0.31 0.23 0.00
H 0.606312 1.403968 3.198860 0.14 -0.25 0.14 0.01
H -0.572374 -1.712406 -3.036039 -0.19 0.22 0.00 0.00
H 0.793964 -1.133130 -8.599208 -0.14 0.22 0.03 0.00
H 1.614475 -2.967455 -1.007868 -0.40 -0.12 0.30 0.01
H -0.199886 2.514312 -2.892571 0.13 -0.58 -0.08 0.00
```
Positions in Å, forces in eV/Å.

Properties
E_LUMO (spin up / spin down) ... -5.5 / -9.4 eV
E ... -50725.2597 eV
Kohn-Sham gap (spin up / spin down) ... 0.2708 / 0.1454 Ha
Relative energy (zero: lowest compared OMol25 entry of this formula, charge and spin) ... 0.0000 eV
Total charge ... +2
2S+1 ... 5
Expectation value of S² ... 6.01
Highest occupied orbital energy (spin up / spin down) ... -12.908 / -13.367 eV